Molecular formula: C22H18N8O4ReS
Method: DFT, ωB97M-V with the def2-TZVPD basis set

## Properties
LUMO (alpha / beta) (eV): -1.38 / -1.21
Net charge: 0
2S+1: 2
Gap between HOMO and LUMO (alpha / beta) (eV): 6.91 / 6.82
HOMO level (alpha / beta) (eV): -8.30 / -8.03
ΔE to the lowest compared entry with this formula, charge and spin (kJ/mol): 0.0

```
54
C22H18N8O4ReS, DFT ωB97M-V with the def2-TZVPD basis set
Re 0.09 1.34 1.16
C 3.16 -4.84 0.84
C 2.34 -3.61 0.54
C 1.02 -3.71 0.13
C 0.26 -2.58 -0.08
C 0.78 -1.30 0.09
N -0.06 -0.17 -0.04
C -1.09 -0.23 -1.02
C -0.78 -0.65 -2.31
C -1.72 -0.63 -3.32
C -3.02 -0.17 -3.08
C -4.03 -0.09 -4.19
C -3.32 0.26 -1.80
C -2.39 0.22 -0.78
N -2.80 0.64 0.52
C -4.04 0.53 1.05
C -4.04 1.20 2.25
C -2.75 1.71 2.39
N -2.01 1.37 1.33
C 2.12 -1.20 0.48
C 2.87 -2.35 0.72
N 2.79 0.05 0.64
C 4.12 0.27 0.55
C 4.35 1.58 0.90
C 3.09 2.11 1.17
N 2.16 1.18 1.00
H 2.83 -5.68 0.24
H 4.22 -4.67 0.66
H 3.04 -5.12 1.89
H 0.57 -4.69 -0.01
H -0.78 -2.67 -0.36
H 0.23 -0.99 -2.51
H -1.45 -0.96 -4.31
H -3.79 -0.77 -5.00
H -5.03 -0.32 -3.82
H -4.06 0.92 -4.60
H -4.31 0.66 -1.60
H -4.81 -0.02 0.54
H -4.86 1.29 2.94
H -2.30 2.26 3.20
H 3.88 -2.25 1.09
H 4.80 -0.50 0.24
H 5.30 2.09 0.94
H 2.81 3.10 1.48
O 1.77 1.35 4.29
S 0.41 1.29 3.86
O -0.61 1.16 4.85
O 0.07 2.46 2.91
O 0.25 0.16 2.78
N 2.40 5.12 -3.20
C 1.49 4.83 -2.56
N 0.39 4.54 -1.88
C 0.33 3.66 -0.99
N 0.15 2.83 -0.18
```

=====

Molecular formula: C4H3NO3
Method: DFT, ωB97M-V with the def2-TZVPD basis set

## Properties
LUMO (eV): -1.66
Net charge: 0
Gap between HOMO and LUMO (eV): 8.41
HOMO level (eV): -10.07
ΔE to the lowest compared entry with this formula, charge and spin (kJ/mol): 480.4

```
11
C4H3NO3, DFT ωB97M-V with the def2-TZVPD basis set
C 0.73 -0.58 0.02
C -0.45 -1.27 -0.35
C -1.41 -0.21 -0.10
C 0.55 0.91 -0.14
H 2.88 -0.90 1.39
H 1.83 -2.34 0.43
H -0.62 -2.33 -0.64
N 1.98 -1.24 0.01
O -2.51 -0.23 0.31
O -0.76 1.19 -0.01
O 1.46 1.68 -0.04
```

=====

Molecular formula: C8H4AuF5INO2Se
Method: DFT, ωB97M-V with the def2-TZVPD basis set

## Properties
LUMO (eV): -2.13
Net charge: 0
Gap between HOMO and LUMO (eV): 6.62
HOMO level (eV): -8.75
ΔE to the lowest compared entry with this formula, charge and spin (kJ/mol): 0.0

```
23
C8H4AuF5INO2Se, DFT ωB97M-V with the def2-TZVPD basis set
Au -0.42 -0.51 1.45
N 0.08 -1.54 3.24
C -0.09 -0.61 4.38
C -0.81 0.70 4.00
O -1.10 1.47 4.88
O -1.06 0.92 2.73
H -0.57 -2.32 3.30
H 1.01 -1.94 3.17
H 0.89 -0.34 4.78
H -0.65 -1.08 5.18
I 0.56 -2.44 0.05
F 1.49 0.61 -5.53
C 0.86 0.62 -4.36
C -0.52 0.72 -4.31
F -1.22 0.81 -5.43
C -1.15 0.72 -3.08
F -2.48 0.82 -3.06
C -0.45 0.62 -1.88
Se -1.49 0.69 -0.29
C 0.93 0.55 -1.96
F 1.68 0.53 -0.86
C 1.59 0.53 -3.18
F 2.92 0.46 -3.23
```

=====

Molecular formula: C9H24F16N9O23P2S4
Method: DFT, ωB97M-V with the def2-TZVPD basis set

## Properties
LUMO (eV): 1.69
Net charge: -5
Gap between HOMO and LUMO (eV): 0.29
HOMO level (eV): 1.40

```
87
C9H24F16N9O23P2S4, DFT ωB97M-V with the def2-TZVPD basis set
C -0.82 -2.70 1.08
C -1.25 -1.29 0.63
O -1.08 -0.29 1.30
N -1.92 -1.20 -0.73
H -2.45 -1.96 -1.13
H -2.61 -0.47 -0.65
C -0.98 -0.85 -1.87
H -0.11 -2.92 0.28
H -1.67 -3.38 1.03
H -0.21 -2.57 1.98
H -0.20 -1.57 -1.65
H -0.76 0.18 -1.58
H -1.38 -0.98 -2.88
C 3.43 4.57 3.21
C 4.32 4.98 2.07
O 5.12 5.91 2.21
N 4.16 4.39 0.69
H 4.24 3.39 0.80
H 3.21 4.61 0.44
C 5.09 4.94 -0.42
H 3.55 5.26 4.05
H 3.71 3.61 3.64
H 2.36 4.51 3.00
H 5.04 4.23 -1.25
H 6.08 5.04 0.03
H 4.73 5.93 -0.68
C -0.52 7.00 -7.43
C 0.82 7.47 -8.06
O 1.81 7.73 -7.41
N 0.89 7.30 -9.59
H 1.02 6.31 -9.78
H -0.04 7.46 -9.95
C 1.97 8.19 -10.24
H -0.88 7.80 -6.78
H -0.42 6.09 -6.84
H -1.35 6.96 -8.13
H 2.00 7.94 -11.30
H 2.85 8.08 -9.61
H 1.52 9.17 -10.11
P -8.07 -4.98 4.78
F -7.47 -4.64 6.30
F -6.63 -5.48 4.13
F -8.50 -6.38 5.50
F -8.71 -5.25 3.32
F -9.45 -4.32 5.26
F -7.86 -3.52 4.29
P 2.31 0.47 -9.32
F 2.05 1.34 -7.96
F 1.60 1.61 -10.23
F 3.75 1.11 -9.50
F 2.62 -0.52 -10.62
F 2.99 -0.80 -8.51
F 0.83 -0.22 -9.05
N 2.12 -9.37 8.08
S 3.81 -9.05 8.18
O 4.06 -7.74 8.80
O 4.78 -9.64 7.19
F 4.17 -10.03 9.37
S 2.02 -8.93 6.64
O 2.00 -10.06 5.69
O 2.51 -7.61 6.30
F 0.41 -8.73 6.65
N 0.25 -1.85 11.34
S -0.70 -0.75 11.77
O -2.01 -0.79 11.19
O -0.10 0.55 11.99
F -0.97 -1.32 13.26
S 0.23 -1.43 9.72
O 0.41 -0.05 9.30
O -0.71 -2.31 8.97
F 1.63 -2.01 9.38
N -7.38 -0.35 -3.19
O -7.20 -0.10 -2.01
O -6.48 -0.41 -4.03
O -8.55 -0.40 -3.60
N -2.20 5.62 -0.13
O -2.46 6.26 0.85
O -1.12 5.63 -0.67
O -3.06 4.92 -0.70
N -4.24 -6.66 -2.61
O -4.86 -6.14 -1.74
O -3.29 -6.14 -3.21
O -4.64 -7.74 -3.03
N 5.70 -2.66 -1.63
O 5.27 -1.53 -1.47
O 4.95 -3.65 -1.83
O 6.90 -2.82 -1.58
```

=====

Molecular formula: C43H53BN8O2S3W
Method: DFT, ωB97M-V with the def2-TZVPD basis set

## Properties
LUMO (eV): -6.01
Net charge: +2
Gap between HOMO and LUMO (eV): 6.87
HOMO level (eV): -12.88
ΔE to the lowest compared entry with this formula, charge and spin (kJ/mol): 0.0

```
111
C43H53BN8O2S3W, DFT ωB97M-V with the def2-TZVPD basis set
W 0.55 1.52 -2.12
C 4.70 -1.50 -0.27
C 3.46 -1.04 0.43
C 3.38 -0.83 1.77
C 2.21 -0.27 2.34
N 1.13 -0.09 1.62
N 1.18 -0.38 0.32
B -0.06 -0.15 -0.64
N -1.38 0.11 0.19
N -1.58 -0.44 1.39
C -2.75 -0.32 1.95
C -3.79 0.40 1.32
C -3.62 0.92 0.07
C -4.68 1.66 -0.68
C -2.34 0.72 -0.50
S -2.01 1.14 -2.13
C -2.92 -0.92 3.34
C -2.31 0.07 4.34
C -4.40 -1.14 3.68
C -2.20 -2.27 3.42
N -0.38 -1.48 -1.45
N -0.65 -2.49 -0.62
C -0.96 -3.66 -1.11
C -1.03 -3.86 -2.50
C -0.77 -2.83 -3.36
C -0.82 -2.99 -4.85
C -0.42 -1.59 -2.78
S -0.02 -0.27 -3.82
C -1.30 -4.74 -0.09
C -2.72 -4.42 0.43
C -0.31 -4.68 1.08
C -1.28 -6.13 -0.71
C 2.32 -0.69 -0.32
S 2.29 -0.51 -2.02
C 2.16 0.19 3.79
C 1.31 1.47 3.89
C 3.56 0.49 4.33
C 1.53 -0.93 4.63
H 5.50 -1.69 0.44
H 4.52 -2.40 -0.84
H 5.04 -0.73 -0.97
H 4.23 -1.04 2.40
H -4.75 0.50 1.81
H -5.60 1.71 -0.10
H -4.34 2.67 -0.91
H -4.90 1.17 -1.63
H -2.81 1.04 4.29
H -2.42 -0.31 5.36
H -1.25 0.22 4.14
H -4.94 -0.20 3.80
H -4.91 -1.75 2.93
H -4.47 -1.66 4.64
H -1.19 -2.21 3.04
H -2.17 -2.60 4.46
H -2.74 -3.03 2.85
H -1.28 -4.83 -2.90
H -1.16 -3.99 -5.11
H -1.50 -2.26 -5.29
H 0.16 -2.83 -5.28
H -2.75 -3.42 0.85
H -3.45 -4.49 -0.38
H -3.00 -5.14 1.20
H -0.32 -3.71 1.56
H -0.57 -5.44 1.81
H 0.71 -4.89 0.73
H -2.05 -6.26 -1.48
H -0.31 -6.38 -1.14
H -1.50 -6.87 0.07
H 1.81 2.31 3.40
H 0.33 1.34 3.43
H 1.17 1.73 4.94
H 4.10 1.20 3.69
H 3.47 0.95 5.31
H 4.17 -0.41 4.45
H 0.52 -1.15 4.29
H 2.12 -1.84 4.57
H 1.49 -0.63 5.68
O 1.99 2.12 -0.96
C 3.32 2.16 -0.99
C 4.02 2.27 0.21
C 5.40 2.36 0.19
C 6.10 2.37 -1.02
C 5.41 2.30 -2.21
C 4.01 2.18 -2.21
C 3.31 2.15 -3.45
N 2.06 1.92 -3.66
C 1.61 2.08 -5.06
C 0.13 2.49 -5.07
N -0.31 2.79 -3.70
C -1.07 3.81 -3.53
C -1.61 4.28 -2.29
C -2.61 5.26 -2.32
C -3.19 5.71 -1.15
C -2.74 5.20 0.07
C -1.73 4.26 0.12
C -1.16 3.79 -1.06
O -0.14 2.94 -1.01
H 3.47 2.28 1.14
H 5.94 2.43 1.12
H 7.18 2.45 -1.02
H 5.93 2.33 -3.15
H 3.92 2.39 -4.33
H 1.75 1.14 -5.59
H 2.21 2.84 -5.54
H -0.49 1.68 -5.46
H -0.02 3.35 -5.71
H -1.33 4.38 -4.42
H -2.94 5.65 -3.28
H -3.97 6.46 -1.18
H -3.18 5.56 0.99
H -1.35 3.88 1.06
```

=====

Molecular formula: C4H10N3O2
Method: DFT, ωB97M-V with the def2-TZVPD basis set

## Properties
LUMO (eV): -4.19
Net charge: +1
Gap between HOMO and LUMO (eV): 9.36
HOMO level (eV): -13.55
ΔE to the lowest compared entry with this formula, charge and spin (kJ/mol): 298.4

```
19
C4H10N3O2, DFT ωB97M-V with the def2-TZVPD basis set
C 1.56 -0.49 -0.91
C 2.75 -1.42 -0.63
C -0.80 0.33 1.87
C -0.31 0.41 0.46
N -3.57 1.63 -1.30
N 0.93 -0.09 0.33
N -0.92 0.86 -0.65
O 1.13 -0.17 -1.96
O -3.61 2.45 -2.16
H 2.99 -2.19 -1.33
H 2.54 -2.04 0.33
H 3.53 -0.71 -0.48
H -1.73 0.93 2.08
H -1.19 -0.69 2.12
H 0.01 0.29 2.52
H 1.39 -0.53 1.22
H -1.82 1.32 -0.93
H -4.51 1.30 -0.97
H -0.18 0.86 -1.39
```